[1]
Entry from the OMol25 dataset: a cluster of 2 separate species, C2H7NOS in total at a distorted geometry (ωB97M-V/def2-TZVPD).

The electronic energy is -608.4936 Ha. Its SMILES is C=O.CNS. As for the net charge: 0.

```
12
C2H7NOS ωB97M-V/def2-TZVPD
C 0.161 -2.022 -0.870
O 0.540 -2.148 0.327
H -0.897 -2.249 -1.157
H 0.918 -1.515 -1.568
C 0.598 1.719 0.512
N -0.448 0.796 0.886
S -1.249 0.299 -0.565
H 1.160 1.977 1.382
H 1.141 1.146 -0.192
H 0.201 2.533 0.018
H -0.006 -0.077 1.235
H -2.118 -0.460 -0.008
```

Löwdin atomic charge list, values in e, 5 entries: -0.23, -0.13, 0.06, 0.09, -0.21



[2]
Entry from the OMol25 dataset: a cluster of 2 separate species, C2H7NOS in total at a distorted geometry (ωB97M-V/def2-TZVPD).

The electronic energy is -608.4859 Ha. Its SMILES is C=NC.OS. As for the net charge: 0.

```
12
C2H7NOS ωB97M-V/def2-TZVPD
C 1.357 -0.924 0.542
N 2.053 -0.637 -0.442
C 1.981 0.645 -1.139
H 1.233 -2.063 0.814
H 0.746 -0.297 1.260
H 0.894 0.906 -1.070
H 2.597 1.499 -0.718
H 2.292 0.582 -2.168
O -4.040 -0.376 0.718
S -2.422 -0.096 0.408
H -4.151 -0.544 1.632
H -2.541 1.306 0.163
```

Löwdin atomic charge list, values in e, 5 entries: -0.14, -0.10, -0.14, 0.09, 0.07



[3]
Entry from the OMol25 dataset: a cluster of 2 separate species, C2H7NOS2 in total at a distorted geometry (ωB97M-V/def2-TZVPD).

The electronic energy is -1006.7643 Ha. Its SMILES is CNC=O.SS. As for the net charge: 0.

```
13
C2H7NOS2 ωB97M-V/def2-TZVPD
C 1.539 -1.158 -0.783
N 0.988 0.200 -0.985
C 0.881 1.062 0.062
O 1.399 0.851 1.165
H 2.556 -1.052 -0.338
H 1.653 -1.617 -1.739
H 0.915 -1.760 -0.090
H 0.321 0.344 -1.707
H 0.322 1.999 -0.139
S -3.146 -0.664 0.601
S -3.126 1.293 1.422
H -1.957 -0.553 0.028
H -2.346 1.055 2.503
```

Löwdin atomic charge list, values in e, 5 entries: -0.07, -0.04, -0.37, -0.01, 0.10



[4]
Entry from the OMol25 dataset: a cluster of 2 separate species, C2H7NOSi in total at a distorted geometry (ωB97M-V/def2-TZVPD).

The electronic energy is -499.7160 Ha. Its SMILES is CC#[N+][O-].[SiH4]. As for the net charge: 0.

```
12
C2H7NOSi ωB97M-V/def2-TZVPD
C -0.075 0.460 1.726
C 0.996 0.162 0.875
N 2.031 0.189 0.356
O 3.098 -0.042 -0.188
H -0.953 0.111 1.271
H 0.282 -0.125 2.544
H 0.019 1.430 2.034
Si -1.014 -0.466 -1.780
H 0.044 -0.248 -0.767
H -1.820 -1.645 -1.575
H -2.003 0.589 -1.344
H -0.605 -0.415 -3.151
```

Löwdin atomic charge list, values in e, 5 entries: -0.04, -0.16, -0.13, -0.02, 0.06



[5]
Entry from the OMol25 dataset: a cluster of 2 separate species, C2H7NS in total at a distorted geometry (ωB97M-V/def2-TZVPD).

The electronic energy is -533.2355 Ha. As for the net charge: 0.

```
11
C2H7NS ωB97M-V/def2-TZVPD
S 0.211 2.494 0.809
H -0.807 2.837 1.605
C -0.109 -0.480 0.192
C 0.401 -1.617 0.596
N -0.108 0.063 -1.160
H -0.640 0.226 0.830
H 0.315 -1.940 1.623
H 0.985 -2.249 -0.059
H 0.704 0.680 -1.269
H 0.011 -0.615 -1.915
H -0.962 0.602 -1.252
```

Löwdin atomic charge list, values in e, 5 entries: -0.07, -0.40, -0.28, 0.04, 0.14



[6]
Entry from the OMol25 dataset: a structure of composition C2H7NS at a distorted geometry (ωB97M-V/def2-TZVPD).

The electronic energy is -533.2018 Ha. As for the net charge: 0.

```
11
C2H7NS ωB97M-V/def2-TZVPD
C 0.086 -0.595 0.441
C 1.003 0.330 -0.423
H -1.542 -1.026 1.337
H -1.530 0.944 0.501
H 0.445 -0.347 1.522
H 0.428 -1.808 0.370
H 1.127 1.399 0.118
H 1.896 -0.345 -0.463
H -0.894 1.217 -1.579
N -1.397 -0.320 0.334
S 0.378 0.552 -2.157
```

Löwdin atomic charge list, values in e, 5 entries: -0.49, -0.64, 0.15, 0.17, 0.10



[7]
Entry from the OMol25 dataset: a cluster of 2 separate species, C2H7NS in total at a distorted geometry (ωB97M-V/def2-TZVPD).

Its expectation value of S² is 0.77. The electronic energy is -532.8655 Ha. As for the net charge: +1. The spin multiplicity is 2.

```
11
C2H7NS ωB97M-V/def2-TZVPD
C 0.133 1.220 0.483
C 0.253 -0.359 0.255
S -0.206 -1.292 -1.483
N 0.221 1.358 1.968
H -0.882 1.622 0.264
H 0.941 1.814 0.016
H -0.617 -0.786 0.743
H 1.205 -0.770 0.690
H -1.183 0.326 -0.940
H -0.732 1.601 2.320
H 0.692 2.197 2.429
```

Löwdin atomic charge list, values in e, 5 entries: -0.31, -0.43, 0.89, -0.02, 0.11



[8]
Entry from the OMol25 dataset: a cluster of 2 separate species, C2H7NS2 in total at a distorted geometry (ωB97M-V/def2-TZVPD).

The electronic energy is -931.3569 Ha. As for the net charge: 0.

```
12
C2H7NS2 ωB97M-V/def2-TZVPD
N 0.799 0.175 1.224
C -0.100 0.727 0.237
C -0.651 -0.376 -0.667
S -1.992 -1.313 0.128
S 3.258 -0.106 -0.651
H 1.137 0.857 1.890
H 1.640 -0.187 0.750
H 0.472 1.415 -0.424
H -0.904 1.204 0.802
H 0.218 -1.023 -0.846
H -0.895 -0.067 -1.684
H -2.984 -1.307 -0.759
```

Löwdin atomic charge list, values in e, 5 entries: -0.04, -0.40, -0.57, 0.69, 0.24